DFT (ωB97M-V with the def2-TZVPD basis set) results for a 21-piece molecular cluster, C2H44O22 overall.

The calculation puts the orbital gap at 7.678 eV. The total energy is -47834.961 eV. For the LUMO energy, the calculation gives 4.2 eV. The value obtained for the molar mass is 420.35 g/mol. The calculation puts the relative energy (zero: lowest compared OMol25 entry of this formula, charge and spin) at 48.4 kcal per mole. The maximum force is 3.572 eV Å⁻¹.

```
! wB97M-V def2-TZVPD RIJCOSX def2/J DEFGRID3
* xyz -2 1
O -0.66 -1.66 -0.78
C -0.54 -0.31 -0.85
C 0.09 0.09 0.52
O 0.55 1.38 0.63
H -1.49 0.10 -0.87
H 0.07 -0.14 -1.68
H 1.00 -0.45 0.50
H -0.59 -0.09 1.36
O -1.65 1.26 -3.68
H -2.04 0.39 -3.95
H -2.31 1.52 -2.99
O 2.54 -1.94 3.16
H 2.61 -1.93 2.20
H 2.59 -0.98 3.38
O 1.30 0.33 -4.12
H 1.61 0.80 -3.36
H 0.64 -0.24 -3.78
O 0.88 3.73 1.62
H 1.07 2.83 1.32
H 0.49 4.01 0.82
O 1.52 -3.29 -1.33
H 0.72 -2.82 -1.09
H 2.13 -3.15 -0.64
O -2.23 1.81 2.97
H -1.33 1.98 3.13
H -2.27 1.85 1.99
O 3.44 -1.85 0.45
H 3.26 -1.20 -0.23
H 4.19 -2.41 0.22
O 0.21 -2.77 1.40
H 0.95 -3.34 1.23
H 0.04 -2.14 0.61
O -1.69 -4.16 -0.53
H -1.19 -4.65 0.15
H -1.27 -3.28 -0.54
O 0.72 0.90 3.40
H 0.62 0.82 2.45
H 0.54 0.12 3.87
O -0.20 4.42 -0.74
H -0.10 3.53 -0.97
H -1.06 4.76 -0.97
O 1.61 2.38 -1.42
H 2.27 2.92 -1.02
H 1.09 1.94 -0.62
O -3.50 1.81 -1.99
H -4.37 2.11 -1.77
H -3.01 2.07 -1.18
O -3.04 -1.99 -1.75
H -2.25 -1.76 -1.23
H -3.69 -1.43 -1.29
O -1.96 2.44 0.31
H -1.76 3.32 0.64
H -1.13 2.02 0.39
O 3.13 0.92 1.39
H 2.21 0.97 1.24
H 3.15 0.92 2.35
O 2.62 -0.34 -1.50
H 1.78 -0.57 -1.10
H 2.85 0.53 -1.23
O -0.24 -1.86 -3.38
H 0.49 -2.44 -3.45
H -0.42 -1.57 -2.42
O -2.98 -0.69 1.32
H -3.45 0.15 1.22
H -2.21 -0.46 0.81
O -0.06 -1.64 4.14
H -0.91 -1.61 3.72
H 0.61 -1.95 3.53
*
```